C31H39MnN3O | wB97M-V/def2-TZVPD

Spin multiplicity: 5
Expectation value of S²: 6.0831
Highest occupied orbital energy (alpha / beta) in eV: -1.9705 / -1.9814
Net charge: -1

Positions of all 75 atoms, in Å:
H  0.66524  3.03401  -3.15738
C  1.39006  -1.44169  -0.31787
H  -1.07781  -0.80120  3.01345
H  3.42939  -0.80146  -0.19222
H  0.62051  3.98803  5.25224
H  -2.29560  -1.80631  2.20070
C  -3.06282  2.26988  -2.42691
C  -1.88345  -0.14314  -5.75505
H  -0.87402  -2.55356  2.97016
H  0.86837  -0.89066  -7.51404
H  2.80394  -0.75119  1.99370
C  0.03471  3.96513  3.16624
H  -0.82637  -1.38258  -7.80591
C  2.78573  2.06135  1.91643
N  -0.46462  1.21091  3.70077
H  2.81402  3.09057  2.29729
H  1.03717  -1.46124  -3.08970
C  -0.92815  -1.72795  -0.24345
C  -1.21686  -1.69765  2.37338
H  -0.71724  -1.70611  -3.05998
H  3.22527  -2.46379  -0.77527
C  0.97626  -1.37618  1.05118
H  2.84786  -1.10238  -1.84748
C  -0.17610  -0.53535  -7.52204
H  -2.43733  -3.19321  -0.65290
C  0.37916  0.65555  -5.39583
N  -1.97690  2.63036  -0.52051
C  2.78781  -1.44972  -0.80678
H  -2.04442  0.48944  1.59148
H  -2.56543  -1.72641  -1.63458
C  2.38619  2.07654  0.50652
H  -2.63730  -0.64908  -6.32749
H  3.12773  3.95424  -0.12489
N  -1.82843  1.57675  -2.51626
H  0.25796  5.01522  2.97514
H  -0.25823  0.21727  -8.33148
C  0.22548  -1.99521  -2.57416
H  2.10759  1.46679  2.53932
C  -2.31161  -2.09545  -0.63101
O  1.39256  1.40210  0.09933
H  -0.57970  3.47293  1.09895
C  -0.41998  3.14186  2.14833
C  0.26455  3.40934  4.42444
H  3.81119  1.66227  1.98604
H  0.12801  1.51781  5.59522
C  -3.14861  2.74831  -1.14428
H  -3.98015  3.04325  -0.46133
H  -3.76624  -0.38242  -3.07406
C  -1.22511  1.62276  -1.08623
H  -3.06229  -1.70498  0.06989
H  2.87107  2.78953  -1.46348
H  -4.25153  1.10762  -3.93959
C  0.21676  -1.66917  -1.12958
C  -2.28474  0.35417  -4.48666
C  -0.57132  0.00557  -6.18373
C  -0.00957  2.04621  4.63077
H  1.35675  -0.54122  3.00638
H  4.24209  2.61480  -0.32273
H  0.37419  -3.07650  -2.75056
H  1.39833  0.77350  -5.69490
Mn  -0.10609  0.18471  -0.09304
C  -3.70168  0.16284  -4.03101
C  0.98517  1.98372  -3.31388
H  2.04721  -2.15518  2.76255
C  3.18555  2.89762  -0.42148
C  0.00062  1.18742  -4.11992
H  1.12558  1.51965  -2.31674
C  -1.31676  0.97032  -3.66438
H  1.93414  1.99440  -3.84795
C  1.83308  -1.19393  2.25472
C  -0.85690  0.47338  1.68940
C  -0.62045  1.67497  2.38995
C  -0.43836  -1.57048  1.10092
H  -3.73624  2.55565  -3.24435
H  -4.19534  -0.42185  -4.79683

Forces on the atoms, in the same order (eV/Å):
H -0.04 -0.57 -0.01
C -0.98 -0.95 0.74
H -0.10 -0.81 -0.10
H -0.05 -0.10 -0.16
H 0.20 0.33 0.26
H 0.27 0.01 -0.03
C 0.15 0.30 0.16
C 0.02 0.92 1.95
H -0.02 -0.27 -0.22
H -0.38 0.09 -0.04
H -0.16 -0.12 0.04
C -0.14 -0.81 -0.26
H 0.32 0.31 0.08
C 0.28 0.04 1.10
N 0.55 1.83 -0.21
H 0.02 -0.15 0.01
H -0.25 -0.15 0.01
C 1.35 -1.75 0.61
C -0.10 -0.88 0.78
H 0.26 -0.07 0.06
H -0.09 0.26 -0.02
C 0.44 -0.79 -1.20
H 0.06 -0.02 0.21
C 0.19 -0.37 -0.78
H -0.01 0.25 -0.01
C -1.77 0.40 2.03
N 1.95 -4.15 1.75
C 0.52 0.12 -0.20
H 1.96 -0.62 0.32
H 0.05 0.00 0.22
C -3.26 -2.11 -1.23
H -0.05 -0.21 -0.48
H -0.05 -0.16 -0.07
N -0.32 0.76 2.98
H -0.17 -0.18 0.02
H 0.02 -0.25 0.39
C -0.02 -0.19 -0.62
H 0.19 0.22 -0.27
C -0.56 -0.23 -0.22
O 4.97 3.19 0.94
H 0.01 -0.18 1.01
C -0.09 -2.29 -1.09
C -0.16 -0.90 0.39
H -0.23 0.08 0.05
H 0.07 0.85 -0.26
C -0.72 0.98 -0.57
H 0.35 0.48 -1.48
H 0.05 0.39 -0.27
C -1.66 3.13 -2.33
H 0.19 0.02 -0.16
H -0.02 -0.02 0.29
H 0.13 -0.83 -0.12
C -0.30 0.13 0.65
C 1.15 -0.56 -0.92
C 0.34 -0.07 -0.27
C -0.16 0.03 0.11
H 0.04 -0.20 -0.28
H -0.12 0.05 -0.07
H -0.02 0.20 0.00
H 0.45 0.02 -0.38
Mn -1.25 0.74 0.98
C -0.30 -0.30 -0.30
C 0.06 -0.14 0.48
H -0.09 0.27 -0.20
C 0.54 0.50 -0.60
C -0.14 -0.63 -1.05
H -0.04 0.39 -0.53
C -0.90 0.56 -0.92
H 0.18 0.05 0.02
C 0.28 0.00 0.45
C -4.10 4.51 -4.02
C 1.07 2.08 3.46
C -0.34 -1.75 -1.00
H 0.72 -0.40 0.53
H -0.29 -0.34 -0.12

C31H39N8NdO3SSi | wB97M-V/def2-TZVPD

Spin multiplicity: 4
Expectation value of S²: 3.7532
Energy relative to the best compared isomer or geometry (same formula, charge and spin) in kJ/mol: 137.8
Highest occupied orbital energy (alpha / beta) in eV: -12.1450 / -12.1525
Net charge: +2

Positions of all 84 atoms, in Å:
O  -0.21729  -1.70261  -1.48125
H  1.28118  -1.18238  4.45401
C  -0.82725  1.44279  1.63198
H  2.55867  2.85553  0.75640
N  0.03788  -0.71374  1.64501
H  0.49945  3.45917  -1.07145
C  0.85688  2.90761  -1.94351
C  -4.21206  5.94894  -2.08726
H  4.21512  0.93956  -2.88484
H  0.04528  -3.45598  0.49805
C  -0.99328  -2.84507  -1.27147
C  -2.01548  -3.10466  -2.16466
H  -3.23904  -5.92519  -0.74173
C  3.39304  -1.16424  -1.19072
C  -3.12012  3.42984  -1.73682
C  3.90016  -2.37430  -1.65478
H  -1.41122  -5.43222  0.85577
C  -2.82899  -4.21235  -1.96645
C  1.66862  -3.14187  -2.03504
H  4.97228  -2.52791  -1.68456
C  -4.48637  3.67134  -1.56450
H  4.08102  2.02866  0.33560
C  2.84006  0.19640  3.92400
H  3.09463  -0.45045  1.88937
H  0.77712  -1.36374  1.88491
H  -0.65669  0.22727  4.17631
H  0.31412  1.68761  4.09598
C  -2.61745  -5.05058  -0.88139
C  0.28387  0.60619  2.27828
H  -2.15966  -2.44737  -3.01378
H  -3.62167  -4.42990  -2.67041
H  -4.60983  6.94384  -2.23270
H  -2.70457  -2.40187  0.55706
H  -0.82369  -1.07476  2.04636
C  3.25233  2.62456  -0.05772
C  2.01270  -0.87734  -1.19388
C  1.44201  -0.10178  4.49087
C  3.31477  1.53953  -3.02320
H  3.75461  -1.80275  5.10694
H  3.59624  0.14443  4.70829
H  -6.12408  5.08440  -1.59406
S  -5.09015  -1.94866  0.32474
H  -2.21156  6.55587  -2.56099
Si  2.31971  1.78121  -1.45534
H  3.98256  -3.80287  2.24307
O  -0.45607  2.37316  0.85321
N  3.63650  -2.87211  2.07686
H  1.21630  1.00567  1.87953
H  4.07402  -0.36153  -0.92135
C  0.28550  0.63372  3.80094
H  -1.22152  4.32602  -2.27597
H  1.15923  3.63659  -2.69598
N  1.47883  0.35698  -0.91525
N  3.72993  -2.44069  4.33185
H  2.70029  1.03751  -3.77531
H  3.57412  -2.58242  1.10944
H  0.04143  2.32151  -2.39902
C  -0.77089  -3.67285  -0.18010
N  -3.08351  -0.55011  -0.37162
H  3.42052  -4.29342  -2.49713
C  -3.41743  -1.67684  0.19192
C  -4.02979  1.54867  -1.15834
N  3.21411  -0.73696  2.85158
H  -5.98986  2.28414  -0.96434
C  -2.83993  5.72317  -2.27413
N  -2.85828  2.07924  -1.47977
H  3.67749  3.57285  -0.39992
C  1.17493  -1.95034  -1.54657
H  0.98758  -3.91001  -2.37921
H  -6.39400  -0.10321  -0.58073
H  3.62355  2.50392  -3.43345
C  -1.58843  -4.77703  0.01269
C  3.04053  -3.36518  -2.09416
Nd  -0.88049  0.77552  -0.63307
C  -2.27679  4.47552  -2.11101
H  2.88936  1.20843  3.52658
C  3.54258  -2.00814  3.08300
C  -4.20849  0.18262  -0.69149
C  -5.06279  4.92447  -1.73289
H  4.06210  -3.37489  4.50158
C  -5.38343  -0.43919  -0.40637
H  1.41137  0.18528  5.54274
O  -1.97566  0.96870  1.61811
N  -5.02678  2.45110  -1.20329

Forces on the atoms, in the same order (eV/Å):
O 0.26 0.08 0.11
H -0.04 -0.01 0.07
C 0.25 0.53 2.55
H 0.02 -0.03 -0.01
N -0.16 0.28 0.19
H -0.19 0.04 -0.09
C 0.40 -0.09 0.38
C -0.04 -0.04 0.00
H -0.01 0.04 -0.04
H 0.01 -0.03 -0.02
C -0.20 -0.08 -0.16
C 0.10 0.04 -0.13
H 0.00 0.03 0.01
C -0.03 0.06 -0.05
C -0.12 0.06 -0.09
C 0.07 0.04 0.21
H -0.02 0.00 -0.01
C -0.03 -0.04 0.02
C -0.08 -0.16 0.01
H -0.02 0.02 -0.04
C 0.21 0.03 -0.03
H -0.04 -0.03 -0.03
C -0.24 -0.09 0.14
H 0.04 -0.01 -0.05
H 0.07 -0.05 -0.22
H -0.05 0.06 -0.04
H 0.00 -0.03 0.07
C -0.02 -0.02 0.03
C -0.10 -0.17 0.31
H 0.01 -0.02 0.01
H 0.01 0.02 0.00
H 0.01 -0.01 0.01
H -0.04 0.00 -0.08
H -0.03 -0.08 0.03
C 0.02 0.06 -0.26
C -0.05 -0.18 0.22
C -0.04 0.06 -0.15
C 0.10 -0.13 0.22
H -0.01 0.02 0.01
H 0.04 0.08 -0.04
H 0.03 0.02 -0.01
S 0.14 0.05 -0.03
H 0.01 -0.03 0.00
Si -0.37 0.25 -0.14
H 0.02 0.02 -0.03
O 0.18 0.44 0.37
N 0.10 -0.22 -0.17
H 0.07 -0.05 -0.03
H 0.02 -0.08 0.05
C 0.01 0.20 -0.03
H 0.00 -0.02 0.02
H -0.07 -0.01 -0.04
N -0.38 0.20 -0.18
N 0.03 -0.02 -0.09
H 0.00 0.01 0.01
H -0.04 0.16 -0.13
H 0.04 0.28 -0.24
C 0.10 0.13 0.04
N -0.14 -0.01 -0.06
H -0.02 0.00 0.02
C -0.18 -0.04 0.06
C 0.15 0.23 -0.09
N -0.01 -0.04 0.05
H 0.01 -0.02 0.02
C 0.02 0.05 -0.03
N -0.22 -0.06 -0.01
H 0.00 -0.03 0.06
C 0.16 -0.01 -0.04
H 0.00 0.01 0.02
H 0.06 0.04 0.01
H -0.04 0.01 0.05
C 0.02 0.01 -0.02
C -0.04 -0.02 0.00
Nd 0.53 -1.68 -2.52
C 0.02 0.02 -0.01
H 0.11 -0.03 -0.10
C -0.08 0.24 0.04
C -0.06 -0.17 0.11
C -0.09 -0.04 0.00
H -0.02 -0.02 0.01
C -0.16 0.01 -0.01
H 0.07 -0.08 0.02
O 0.09 0.11 0.01
N -0.14 -0.05 -0.01

C31H40AuNO2S5 | wB97M-V/def2-TZVPD

Spin multiplicity: 1
Highest occupied orbital energy in eV: -7.4227

Positions of all 80 atoms, in Å:
C  4.44985  -0.85353  -0.18655
H  5.39568  1.15773  2.45643
H  -4.34179  0.52318  -2.70847
C  -0.07084  -1.65383  -1.00531
H  6.32878  0.37421  1.19287
C  -0.06615  -4.69537  -0.96728
H  0.28549  -4.05305  -4.34397
C  2.48735  2.64556  5.01671
H  5.47461  -1.21164  -0.29591
H  0.47321  -5.56522  -3.45476
H  2.37590  -4.63526  -2.23069
H  -0.09796  3.03361  5.63391
S  -4.74484  1.77290  -0.30135
S  -5.81983  3.47349  3.50798
H  0.07645  1.36020  5.09280
C  4.26384  -0.26043  1.21008
H  2.20764  -3.04066  -2.98609
C  1.32705  2.78968  4.03038
C  4.42995  -1.37740  2.25262
H  3.43388  2.98541  4.58833
S  -8.75015  3.89933  3.36802
S  -7.25116  2.77608  1.07369
H  3.69558  -2.16919  2.09067
C  -0.31904  -2.46768  -2.08333
H  2.16646  4.54770  3.05924
H  -1.37928  -2.59644  -3.92993
C  1.51935  1.89112  2.81649
C  2.87387  0.34617  1.38851
C  -1.69002  0.00546  -1.82387
C  -4.86445  2.82101  2.20204
C  -0.71524  -0.41082  -0.89193
C  1.25407  4.25864  3.58652
H  0.23087  -4.23331  -0.02334
S  -3.12908  2.71316  2.35383
C  -7.35560  3.39037  2.69749
C  -0.02520  -4.59366  -3.44646
H  -3.08664  1.36312  -5.40164
C  -2.41132  1.03840  -4.60632
C  0.56997  0.73209  0.76427
H  -1.10147  -4.77152  -3.50526
H  -1.14963  -4.83006  -0.94877
C  -4.28894  -0.21217  -3.50826
H  -3.26118  -2.29082  -4.94961
C  -5.53004  2.48781  1.08446
H  5.19746  1.66554  0.77377
H  -1.40428  0.96789  -5.02467
O  -0.42629  2.63040  1.72134
C  0.47253  1.82531  1.79144
C  1.87847  -3.66528  -2.15292
C  1.86799  0.12010  0.53533
H  0.40249  -5.68139  -1.01982
H  0.40000  4.43866  2.93392
H  2.00559  -0.46671  -0.35719
N  -0.52219  0.51264  0.13020
H  3.78904  -1.70479  -0.36065
H  -4.97350  0.09704  -4.30289
C  2.62779  1.16907  2.58142
H  3.42708  1.21838  3.30522
C  -1.20619  -1.98237  -3.06021
H  2.60639  1.61392  5.35675
H  2.28506  3.26236  5.89317
H  -4.62909  -1.17621  -3.12239
H  -0.84828  2.52108  4.11526
H  2.21127  -3.19427  -1.22399
Au  -2.55728  1.80618  0.32405
H  5.42958  -1.81193  2.17962
O  -2.31660  1.15064  -1.63746
C  0.03127  2.39845  4.75447
C  -1.90335  -0.78628  -2.97134
H  -2.41095  1.79621  -3.82027
H  -3.60118  -0.91575  -5.99672
H  -1.93014  -1.40889  -5.72604
C  -2.90693  -1.30100  -5.24760
H  1.15595  4.89731  4.46745
C  5.35249  0.80318  1.42641
C  0.35425  -3.84091  -2.17126
H  4.30247  -0.99786  3.26988
H  0.56852  -1.99086  -0.20053
C  -2.86471  -0.32523  -4.06817
H  4.26524  -0.10897  -0.96379

Forces on the atoms, in the same order (eV/Å):
C -0.05 -0.02 -0.01
H -0.04 0.01 0.00
H 0.00 -0.06 -0.06
C -0.12 0.40 0.25
H -0.02 0.00 0.01
C -0.03 0.01 0.02
H -0.02 -0.01 0.03
C 0.02 0.00 -0.02
H -0.02 0.00 0.01
H -0.01 0.02 0.00
H -0.01 0.02 0.01
H -0.01 -0.02 -0.03
S 0.31 0.21 0.15
S -0.03 -0.08 -0.09
H -0.01 0.02 -0.01
C -0.04 0.04 0.06
H 0.00 -0.01 0.01
C 0.01 -0.01 0.00
C 0.00 0.03 0.05
H -0.03 -0.01 0.00
S -0.11 -0.03 0.07
S 0.06 -0.05 0.09
H 0.02 0.01 0.01
C -0.12 -0.04 -0.25
H -0.01 0.00 0.01
H -0.01 -0.01 -0.01
C 0.24 -0.11 0.15
C 0.17 0.00 0.19
C 0.21 -0.03 0.25
C -0.22 -0.10 -0.42
C 0.01 -0.23 -0.13
C -0.05 0.07 -0.04
H -0.01 -0.01 -0.03
S 0.17 -0.12 -0.10
C 0.03 0.17 -0.06
C -0.02 0.01 -0.04
H 0.01 0.00 0.01
C 0.03 0.13 0.05
C 0.06 -0.16 -0.17
H 0.03 0.00 0.00
H 0.02 0.00 0.00
C -0.05 0.01 0.03
H 0.01 0.02 0.00
C 0.20 0.09 0.44
H 0.01 -0.03 0.01
H -0.01 0.01 0.00
O -0.75 0.41 -0.13
C 0.51 -0.22 -0.04
C 0.02 0.03 0.03
C -0.18 0.08 -0.12
H -0.01 0.02 0.00
H 0.09 0.00 0.08
H -0.02 -0.02 -0.05
N -0.05 0.28 0.46
H -0.01 0.03 0.00
H 0.02 -0.01 0.02
C 0.12 -0.09 0.01
H 0.08 -0.01 0.01
C 0.03 -0.09 0.03
H 0.00 0.01 0.00
H 0.00 0.00 -0.01
H 0.00 0.02 0.00
H 0.17 -0.02 0.14
H -0.01 -0.03 -0.05
Au -0.23 -0.54 -0.60
H -0.02 0.01 0.00
O -0.12 0.25 0.14
C -0.16 0.00 -0.06
C -0.03 -0.13 -0.15
H 0.00 -0.10 -0.12
H 0.01 -0.01 0.01
H -0.02 0.00 0.02
C 0.02 -0.01 0.01
H 0.01 -0.01 -0.02
C -0.03 0.05 -0.03
C -0.02 0.03 -0.01
H 0.01 -0.03 -0.04
H 0.01 0.02 0.02
C -0.01 -0.04 -0.02
H 0.03 -0.01 0.00

Number 1: DFT total energy -2594.9070 Ha. Number 2: DFT total energy -3117.3239 Ha. Number 3: DFT total energy -3537.1090 Ha.